Entry 1:
DFT (ωB97M-V/def2-TZVPD) results for a structure of composition C56H34AuCl4N4PS2.

Structure (XYZ):
```
102
Properties=species:S:1:pos:R:3:forces:R:3
S -3.99454 1.02995 -2.11829 0.2 -0.1 0.3
H -0.53071 3.56169 -2.43228 0.0 0.2 0.1
C 1.08498 6.52805 -2.47470 0.0 -0.1 0.1
H -0.95607 0.11533 6.37409 0.0 0.0 0.0
H 0.65339 3.35023 5.50177 0.0 0.0 0.0
C -0.79304 4.14535 6.86549 0.0 0.0 0.0
C -0.38255 3.33774 5.81670 -0.1 0.0 0.0
H -1.35118 -2.57330 -2.66473 -0.1 0.0 0.0
H 2.07492 -4.52338 -0.74860 0.0 0.0 0.0
C 1.80735 -2.43809 0.00765 0.2 0.3 -0.3
C -1.28492 2.50465 5.15948 0.0 0.0 0.0
C 0.39614 -2.97581 3.21915 0.1 0.0 -0.3
H 2.18422 -4.52613 4.53038 0.0 0.0 0.0
C 2.64726 -2.41367 -2.31179 -0.1 0.0 0.0
C 0.92436 -6.05813 5.34058 0.0 -0.1 0.0
C 0.07220 2.99333 -5.50009 0.0 -0.1 0.0
C -0.33270 -1.66427 5.22105 0.0 0.1 -0.1
C 0.10968 2.82895 0.77708 0.5 0.0 -0.2
Cl -0.69533 -7.95558 6.37516 0.0 -0.1 0.0
C 0.14076 -4.24578 3.95193 0.0 0.0 0.0
H 2.67057 7.10493 -1.15183 0.0 0.0 0.0
C 4.06736 -3.64127 -3.82471 0.1 -0.1 -0.1
C -0.46010 0.34402 4.23428 -0.1 0.1 0.1
H -3.11867 2.05052 -4.86117 0.0 0.0 0.0
C 3.07047 0.49054 -1.97194 0.0 0.0 0.0
H 3.76859 0.11063 -2.70045 -0.1 0.0 -0.1
H -0.34343 -2.48509 5.91844 -0.1 0.0 0.0
H 1.80505 2.28932 -4.43509 0.0 0.0 0.0
C -2.35812 -3.60946 -4.26105 0.1 -0.1 0.0
C -2.60870 2.47968 5.58298 0.0 0.0 0.0
H 1.03702 -5.22123 1.61785 0.0 0.0 0.0
C -0.80284 1.68971 4.01025 0.0 0.0 -0.2
C 1.17564 -4.91429 4.59788 -0.1 0.0 0.0
N -0.03400 -0.53882 3.26703 -0.1 -0.1 0.4
C 2.37922 -0.30155 -1.03890 0.0 0.0 0.0
C 0.95915 2.87235 -0.29816 -0.2 0.0 0.3
C 1.97444 6.32605 -1.43113 0.0 0.0 0.0
C -2.12289 4.12125 7.25551 0.1 -0.1 -0.1
H 3.01629 2.68408 -2.27867 0.0 0.0 0.0
C -3.85484 -2.28079 -5.59579 0.0 0.0 0.0
C 0.18612 5.54293 -2.84987 0.0 0.0 0.0
H 0.69778 -1.94938 -3.06836 0.0 0.1 0.0
H -3.31393 1.82724 5.08328 0.0 0.0 0.0
C 1.74928 -3.87887 0.05118 -0.2 -0.2 0.3
C 1.65268 -2.40821 -3.29095 0.2 0.0 -0.1
C -0.70039 3.93036 1.23019 -0.1 -0.1 0.3
H -0.08995 4.79308 7.37073 0.0 0.0 0.0
C -1.14822 3.62134 2.46589 0.1 0.1 -0.3
Cl -2.65277 5.15327 8.54501 0.0 0.0 0.1
Cl 3.36713 -4.29076 -6.35435 0.0 -0.1 -0.1
C 0.03786 -1.77451 3.86713 0.0 0.0 0.0
N 1.63352 0.50685 -0.21737 0.3 0.0 -0.4
H -1.90471 -4.56508 -4.03086 0.0 0.0 0.0
C -2.63132 -1.27358 -3.79010 0.0 0.2 0.3
Au 0.72568 -0.03931 1.48162 0.2 -0.1 0.2
S -1.28749 -0.28065 -1.10872 -0.6 0.2 -0.1
C 3.84794 -3.05451 -2.58486 0.0 0.1 0.0
H -1.95670 -4.25392 3.51749 0.0 0.0 0.0
C -0.37072 -6.54158 5.42559 0.0 0.1 -0.1
C -0.65584 2.30800 2.79128 0.1 -0.2 0.4
H 1.08303 -2.95584 -5.28337 0.0 0.0 0.0
C 0.16765 4.34306 -2.15496 0.0 0.1 0.1
H 1.72567 -6.56683 5.85901 0.0 0.0 0.0
C 1.77378 1.79182 -0.68802 0.1 0.0 -0.1
C 1.03600 4.13071 -1.08919 -0.1 0.0 0.0
C 1.86083 -2.98503 -4.53134 -0.1 0.0 0.0
C 0.00552 1.41435 -3.69171 -0.1 -0.2 -0.1
H 0.63558 3.63497 -6.16509 0.0 0.0 0.0
C 1.94654 5.12343 -0.74164 -0.1 0.0 -0.1
C 2.69531 1.80098 -1.75099 0.0 -0.1 0.2
N 0.06519 1.82158 1.72448 -0.3 0.5 0.0
H -3.99267 -0.20939 -5.07361 -0.1 0.0 0.0
C -3.53352 -1.16321 -4.84458 0.0 0.0 0.0
H 5.00634 -4.13247 -4.04162 0.0 0.0 0.0
H 4.62285 -3.09500 -1.82952 0.0 0.0 0.0
H 2.63128 4.95073 0.07924 0.0 0.0 0.0
H -0.87853 4.82189 0.65228 0.0 0.0 0.0
C -3.26630 -3.50415 -5.30228 0.0 0.0 0.0
C 0.72833 2.24099 -4.53834 0.1 -0.1 -0.1
H -1.82676 3.53071 -6.34559 0.0 0.0 0.0
P -2.30185 0.18715 -2.75022 0.3 -0.1 -0.7
H -2.41324 -6.30849 4.82876 0.0 0.0 0.0
C 1.23040 -4.22934 1.24385 0.1 0.0 -0.4
C -1.15016 -4.76015 4.03291 0.1 0.0 0.0
C -2.03962 2.09356 -4.77603 0.1 0.0 0.0
C -2.03991 -2.49579 -3.49652 -0.1 0.1 -0.1
C -0.62960 -0.34081 5.45461 0.0 -0.1 -0.1
C -1.37542 1.32796 -3.82211 0.0 -0.2 0.2
C 0.93485 -3.01693 1.96433 -0.2 0.1 0.5
H 0.51175 0.84888 -2.91861 0.0 0.0 0.0
C -1.31148 2.92755 -5.60894 -0.1 0.1 -0.1
C -1.41055 -5.90876 4.76303 -0.1 0.0 0.0
H -3.52254 -4.37959 -5.88492 0.0 0.0 0.0
Cl 1.09152 8.04519 -3.31656 0.0 0.1 -0.1
N 1.30241 -1.92987 1.19019 0.1 -0.6 -0.1
H -1.78074 4.20096 3.11771 0.0 0.1 0.0
C -3.03396 3.29001 6.62536 -0.1 0.0 0.0
H -0.49792 5.71676 -3.66936 0.0 0.0 0.0
C 2.33024 -1.71964 -1.02900 -0.1 -0.2 0.2
C 3.08095 -3.58940 -4.79414 -0.1 0.1 0.1
H -4.06753 3.28317 6.94345 0.0 0.0 0.0
H -4.57411 -2.20018 -6.40026 0.0 0.0 0.0
```
Positions in Å, forces in eV/Å.

Values from the calculation:
- 2S+1: 3
- Gap between HOMO and LUMO (alpha / beta): 4.718 / 4.302 eV

Here are the Löwdin charges for atoms 1 to 6, given in e: atom 1 (S): 0.3508, atom 2 (H): 0.1127, atom 3 (C): -0.6705, atom 4 (H): 0.1137, atom 5 (H): 0.1272, atom 6 (C): -0.0954

Entry 2:
DFT (ωB97M-V/def2-TZVPD) results for a cluster of 2 separate species, C29H19F6NO2S in total.

Structure (XYZ):
```
58
Properties=species:S:1:pos:R:3:forces:R:3
C -5.26473 0.29616 2.39894 1.9 -0.9 0.1
H 2.31993 -3.08010 2.64019 0.0 -0.2 0.1
H 0.87650 0.84624 1.71788 -0.1 0.2 -0.1
S -1.39184 -2.39799 7.35293 1.8 -1.0 0.0
C -2.31058 -2.04789 2.29134 0.3 0.0 0.0
O -1.43330 -3.06416 8.70783 -0.6 1.1 -3.3
C -2.95590 -0.42522 8.46778 0.2 -0.1 0.7
H 0.09373 -2.81963 2.40028 0.0 -0.3 0.0
C -2.58240 -1.07311 7.31444 0.1 -0.6 -0.1
C 3.75526 -2.27891 7.25954 0.2 -0.2 0.1
C 1.67195 0.17528 1.97611 0.1 0.1 -0.1
C -3.12288 -0.71994 6.10392 0.1 -0.2 -0.7
H 0.14151 -0.44052 7.12495 -0.3 0.4 -0.1
C 4.02555 -0.21140 2.21132 0.2 -0.1 0.2
F -5.35095 1.37821 3.19239 -0.8 0.0 -0.4
F -5.57936 0.61847 1.13013 -0.7 0.2 0.6
C 0.09320 -1.74469 2.35017 0.2 0.0 0.2
H -4.18053 1.10886 9.30397 0.0 0.0 0.2
F 5.47181 1.46233 2.94153 0.7 -0.2 -0.3
F 5.86597 0.52412 0.98447 0.6 0.2 0.5
C 1.33631 -3.59350 7.66888 0.0 0.1 0.0
C -1.20437 -1.17556 2.38556 -0.1 0.2 0.1
C -4.05375 0.29569 6.03788 -0.1 0.0 -0.2
H -4.48664 0.56957 5.08969 0.0 0.0 0.0
H 0.39344 -4.07632 7.86680 0.1 -0.2 0.0
C -2.77597 0.65805 2.57263 -0.1 0.3 0.0
C 5.45005 0.31004 2.24611 -1.7 -0.8 0.1
H -5.16437 1.74504 7.13958 -0.1 0.1 0.0
H -4.43435 -2.23597 2.18723 0.0 -0.2 0.1
C 1.33379 -2.19225 7.38598 0.7 -0.6 0.1
C -4.43932 0.94852 7.19068 -0.1 0.2 0.0
H -2.99187 1.70504 2.70894 0.1 0.2 0.0
C 3.77780 -1.54950 2.44847 0.4 -0.2 0.1
C 2.49524 -2.03172 2.46437 -0.3 -0.1 0.0
H -2.81677 -1.25678 5.22086 0.0 -0.1 -0.2
H 3.18030 1.67068 1.72283 -0.1 0.2 0.0
C 2.60044 -1.55664 7.20232 -0.3 -0.1 -0.1
C 2.50036 -4.29336 7.73842 0.0 -0.1 0.1
C -3.59445 -1.56933 2.29622 -0.4 -0.3 -0.1
C 2.96524 0.63956 1.95095 0.0 0.3 -0.1
F 6.23562 -0.60597 2.84596 0.4 0.8 -0.3
N 5.88706 -5.01312 7.69530 -1.5 0.9 -0.1
C -1.48265 0.19706 2.55352 0.0 -0.1 0.0
O -1.43877 -3.14723 6.03851 -0.6 1.2 3.2
H 4.70777 -1.80197 7.10024 0.2 0.1 0.0
H -2.53047 -0.73471 9.40912 0.0 0.0 0.1
C 3.73276 -3.65616 7.53608 -1.3 0.9 -0.2
C 1.39016 -1.17684 2.26800 -0.2 0.1 -0.1
F -6.08344 -0.67196 2.85154 -0.4 0.8 -0.3
C 4.90311 -4.38876 7.62281 3.0 -1.8 0.2
H 2.49105 -5.34644 7.96941 0.0 -0.1 0.0
H 2.62855 -0.50086 6.99352 0.0 0.2 0.0
C 0.16187 -1.50098 7.26991 -1.4 -0.3 0.0
H -0.68248 0.89355 2.70848 0.1 0.2 0.1
H -2.13487 -3.10744 2.20017 0.0 -0.2 0.0
C -3.88438 0.59443 8.40480 0.0 0.1 0.2
H 4.61500 -2.20151 2.63729 0.0 -0.2 0.0
C -3.83880 -0.21658 2.42997 -0.2 0.0 0.0
```
Positions in Å, forces in eV/Å.

Values from the calculation:
- Gap between HOMO and LUMO: 2.459 eV

Here are the Löwdin charges for atoms 1 to 6, given in e: atom 1 (C): -0.5764, atom 2 (H): 0.1214, atom 3 (H): 0.0957, atom 4 (S): 0.7929, atom 5 (C): 0.0039, atom 6 (O): -0.3476

Entry 3:
DFT (ωB97M-V/def2-TZVPD) results for a structure of composition CH2F2INO2S.

Structure (XYZ):
```
10
Properties=species:S:1:pos:R:3:forces:R:3
S 0.09456 -0.82991 -0.06300 -1.8 2.3 -0.3
N 1.50805 0.04808 0.08342 -2.6 1.4 4.9
O -0.33871 -1.56184 1.08743 0.8 0.2 0.0
I -2.99146 0.18807 -0.03947 -0.7 0.1 -0.1
F -0.61762 1.50585 0.92425 -0.4 0.0 0.1
O -0.00379 -1.38267 -1.37548 0.7 -0.3 0.1
H 2.18797 -0.40341 -0.36172 3.7 -2.3 -2.7
H 1.83646 0.18923 1.11501 -1.2 -0.3 -2.4
F -0.67470 1.48053 -1.23073 -0.4 -0.5 0.2
C -1.00075 0.76607 -0.13971 1.8 -0.7 0.2
```
Positions in Å, forces in eV/Å.

Values from the calculation:
- Gap between HOMO and LUMO: 10.447 eV

Here are the Löwdin charges for atoms 1 to 6, given in e: atom 1 (S): 0.5541, atom 2 (N): -0.0479, atom 3 (O): -0.3134, atom 4 (I): 1.0229, atom 5 (F): -0.0190, atom 6 (O): -0.2880

| no. | DFT total energy (eV) | largest force on an atom (eV/Å) |
| --- | --- | --- |
| 1 | -149327.0076 | 0.8 |
| 2 | -63102.6119 | 3.5 |
| 3 | -31023.8888 | 5.7 |